(1)
Molecular formula: C29H48BaBrNOP2
Method: DFT, ωB97M-V/def2-TZVPD

Its HOMO energy is -0.438 hartree. Its net charge is +2. As for the calculated total energy: -123688.9507 eV. The max |F| comes out at 2.81 eV Å⁻¹. The calculation puts the energy above the lowest of the compared OMol25 structures with the same formula, charge and spin at 96.52 kJ/mol. The LUMO energy comes out at -6.514 eV. The frontier orbital gap is 5.41 eV.

Each line ends with the Löwdin charge.
Cartesian coordinates (Å):
Ba (-1.95728, 2.13585, 1.80359)  1.843
Br (-1.39034, -0.93354, 1.80927)  0.124
P (-2.84303, -3.47140, -1.57501)  0.975
P (2.43444, -1.20643, 0.39738)  1.045
O (-0.25229, 1.81575, 3.76886)  -0.446
N (-1.27726, 6.66246, -5.11586)  0.080
C (-3.25545, -3.19131, 0.18587)  -0.506
C (-4.58855, -3.79520, 0.63153)  -0.161
C (-1.01773, -3.69551, -1.50190)  -0.457
C (1.23351, 0.16802, 0.23236)  -0.325
C (-1.49125, 3.27265, -0.86309)  -0.090
C (1.39477, 1.46084, 0.77374)  -0.049
C (-1.77707, 4.17125, -1.67234)  0.111
C (-3.26637, -1.90457, -3.82129)  -0.168
C (0.29426, 3.08847, 4.26080)  -0.236
C (-0.53939, 2.22042, -0.54213)  -0.422
C (-1.25218, 6.35248, -2.73438)  -0.002
C (3.26426, -0.58455, -2.19711)  -0.110
C (1.59690, 0.34006, 4.43070)  -0.049
C (0.11229, -0.10640, -0.57883)  -0.181
C (-2.98183, -1.80608, -2.32506)  -0.451
C (-1.12290, 7.14623, -3.88829)  -0.111
C (-1.62243, 4.98696, -2.86055)  -0.205
C (0.46583, 2.46549, 0.43570)  -0.186
C (2.78691, -1.73397, -1.30419)  -0.295
C (3.92082, -0.42344, 1.04474)  -0.331
C (2.16756, -3.88667, 1.62374)  -0.091
C (0.14883, 0.71662, 4.62201)  -0.259
C (1.66657, -2.43098, 1.50326)  -0.337
C (5.04823, -1.39860, 1.33529)  -0.109
C (-0.63340, 4.21701, 3.83266)  -0.115
C (-1.57271, 5.37556, -5.27447)  -0.110
C (-1.72320, 4.48614, -4.19346)  0.011
C (-0.63041, -5.13370, -1.83420)  -0.171
C (-0.77933, 0.88538, -0.93997)  -0.091
H (-0.67194, -3.42242, -0.49636)  0.039
H (-0.56552, -3.00110, -2.22213)  0.061
H (2.29687, 1.74542, 1.36313)  0.128
H (3.25717, -0.87768, -3.25131)  0.093
H (4.28878, -0.26607, -1.96516)  0.082
H (-4.67994, -4.83667, 0.29474)  0.068
H (-2.04875, -1.26670, -2.13408)  0.029
H (-0.01160, 1.05473, 5.66170)  0.129
H (3.64595, 0.12001, 1.95786)  0.084
H (0.58963, -2.43026, 1.26043)  -0.012
H (-4.63423, -3.77018, 1.73067)  0.072
H (-1.90852, 3.43124, -4.41299)  0.117
H (1.33436, 3.18060, 3.89625)  0.126
H (-2.37967, -2.22032, -4.37801)  0.070
H (1.72946, -0.40220, 3.63503)  0.042
H (-2.42770, -3.61439, 0.77070)  0.049
H (3.26330, -3.94499, 1.54622)  0.069
H (3.51324, -2.56048, -1.31442)  0.109
H (-0.61439, 4.42708, 2.74786)  0.037
H (-1.66946, 4.02249, 4.15437)  0.077
H (1.68119, -4.53635, 0.87788)  0.078
H (-1.70123, 5.03912, -6.31174)  0.124
H (-0.87730, -5.81719, -1.01615)  0.074
H (-3.57915, -0.93288, -4.21275)  0.066
H (0.44559, -5.20853, -2.02165)  0.062
H (4.25174, 0.33526, 0.32679)  0.103
H (-1.15421, -5.48273, -2.72972)  0.067
H (5.32892, -1.98419, 0.45494)  0.082
H (1.97146, -0.10875, 5.34988)  0.098
H (-0.89024, 8.21824, -3.80447)  0.125
H (-1.05242, 6.79530, -1.75911)  0.115
H (-0.10273, -1.14255, -0.86769)  0.081
H (0.37796, 3.04309, 5.35836)  0.137
H (2.61491, 0.29580, -2.11720)  0.073
H (-3.79426, -1.28126, -1.80713)  0.080
H (5.93253, -0.83171, 1.64061)  0.092
H (-3.24267, -2.10437, 0.34355)  -0.021
H (-4.06433, -2.62456, -4.02368)  0.067
H (-1.66085, 0.66025, -1.54108)  0.121
H (0.54879, 3.49994, 0.84602)  0.127
H (-0.32691, 5.15226, 4.30882)  0.104
H (-5.43079, -3.21501, 0.23519)  0.069
H (1.67247, -1.98475, 2.51040)  0.069
H (2.21394, 1.21231, 4.19508)  0.077
H (1.85953, -2.15854, -1.72438)  0.089
H (4.79205, -2.07617, 2.15359)  0.079
H (1.86230, -4.27565, 2.61673)  0.096
H (-0.54409, -0.11978, 4.40508)  0.073

Cartesian forces (eV/Å) of the 3 atoms listed first:
Ba -1.15 -1.11 1.21
Br -0.55 0.72 0.77
P -0.57 -0.88 -0.35

---

(2)
Molecular formula: C29H48BrCaNOP2
Method: DFT, ωB97M-V/def2-TZVPD

Its HOMO energy is -0.507 hartree. Its net charge is +2. As for the calculated total energy: -141436.3755 eV. The max |F| comes out at 1.88 eV Å⁻¹. The calculation puts the energy above the lowest of the compared OMol25 structures with the same formula, charge and spin at 0.00 kJ/mol. The LUMO energy comes out at -6.765 eV. The frontier orbital gap is 7.04 eV.

Each line ends with the Löwdin charge.
Cartesian coordinates (Å):
Br (-3.01054, -5.77028, -2.21790)  0.806
Ca (0.65243, 0.02674, 0.49333)  1.182
P (-2.06704, -0.13457, -0.27681)  0.892
P (1.40506, 2.16512, -1.24722)  0.858
O (-0.23921, 0.34879, 2.49011)  -0.413
N (6.07251, -0.36259, 1.23157)  0.090
C (4.06573, 2.47189, -0.36170)  -0.146
C (-2.81632, -1.11858, 1.08977)  -0.406
C (0.20097, -3.13225, -2.45166)  -0.019
C (0.61394, 2.06295, -2.90192)  -0.400
C (-0.41775, 1.54605, 4.51453)  -0.135
C (-0.33847, 4.21167, -0.32731)  -0.144
C (-0.75508, 1.62009, 3.03512)  -0.153
C (-0.00122, -0.61695, 3.58649)  -0.157
C (-3.84548, -0.71062, -2.46164)  -0.125
C (-4.38025, 1.52161, 0.11859)  -0.132
C (-1.32754, -4.32202, -0.41561)  -0.106
C (1.11717, 3.89343, -0.67241)  -0.400
C (5.66687, -0.62755, -0.01056)  -0.122
C (-2.91639, 1.49942, -0.29841)  -0.407
C (-1.60059, -4.56648, -1.77247)  -0.666
C (-2.48906, -1.01950, -1.83896)  -0.393
C (4.38611, -1.09713, -0.31021)  -0.019
C (2.18794, -1.95738, 0.51793)  -0.156
C (1.65811, -2.06570, -0.75777)  -0.121
C (5.22333, -0.56275, 2.24814)  -0.105
C (-0.81514, -4.01024, -2.78700)  -0.101
C (0.52253, -2.89237, -1.09287)  -0.242
C (-4.08575, -1.89897, 0.78223)  -0.126
C (-0.28615, -3.45863, -0.08552)  -0.039
C (-0.59222, 0.05563, 4.81401)  -0.137
C (3.21405, 2.16023, -1.59534)  -0.405
C (3.91524, -1.01788, 2.06104)  -0.013
C (3.49018, -1.35623, 0.75486)  -0.250
C (0.79968, 0.73021, -3.63195)  -0.143
H (-2.99185, -0.45834, 1.95707)  0.079
H (4.09110, -1.21596, -1.35684)  0.110
H (2.11582, -1.52946, -1.59035)  0.111
H (-0.13099, -0.27007, 5.75161)  0.136
H (-3.92980, 0.36008, -2.70148)  0.075
H (1.50072, 4.58105, -1.44299)  0.103
H (0.77494, -2.61732, -3.23118)  0.128
H (-4.38242, -2.44340, 1.68753)  0.088
H (-0.69306, 3.59128, 0.51172)  0.036
H (3.44873, 1.15550, -1.98598)  0.060
H (-2.33094, 2.13804, 0.38721)  0.041
H (-4.93187, -1.25609, 0.50979)  0.070
H (-0.48331, -1.57609, 3.31859)  0.126
H (-1.01185, -4.26877, -3.83134)  0.124
H (1.85995, 0.52107, -3.83313)  0.076
H (-0.25494, 2.43850, 2.49361)  0.118
H (-5.02642, 0.93052, -0.54266)  0.068
H (1.76322, 4.02212, 0.21204)  0.077
H (0.38100, -0.11229, -3.06182)  0.028
H (-1.91233, -4.80825, 0.36053)  0.118
H (-1.66205, -0.20029, 4.85955)  0.131
H (5.12552, 2.34329, -0.61596)  0.085
H (3.42420, 2.86813, -2.41228)  0.101
H (1.08659, -0.76784, 3.70101)  0.111
H (3.22461, -1.07446, 2.90961)  0.101
H (-1.00392, 4.05856, -1.19112)  0.071
H (-2.03323, -1.82877, 1.41056)  0.045
H (-2.80496, 1.94574, -1.30342)  0.083
H (0.99957, 2.89345, -3.50985)  0.100
H (-3.93093, -2.65184, -0.00372)  0.070
H (-4.69559, -1.01955, -1.83659)  0.069
H (-0.10135, -3.22513, 0.96988)  0.106
H (-1.02133, 2.20593, 5.13898)  0.135
H (6.38631, -0.45353, -0.83096)  0.132
H (0.63235, 1.83303, 4.64376)  0.129
H (-1.69183, -0.72822, -2.54746)  0.058
H (5.58743, -0.34973, 3.26071)  0.125
H (-0.45753, 2.26328, -2.73704)  0.071
H (-3.92557, -1.26557, -3.40586)  0.087
H (-4.51224, 1.18161, 1.15627)  0.075
H (3.91468, 3.50451, -0.01115)  0.075
H (-1.84499, 1.68725, 2.87472)  0.128
H (-0.40681, 5.26415, -0.02078)  0.090
H (-2.36162, -2.10390, -1.68283)  0.054
H (-4.73761, 2.55743, 0.07213)  0.088
H (0.27646, 0.76661, -4.59700)  0.092
H (1.63160, -2.28186, 1.40964)  0.115
H (3.83884, 1.78040, 0.46478)  0.053

Cartesian forces (eV/Å) of the 3 atoms listed first:
Br 0.46 0.48 0.13
Ca -0.31 0.64 -0.20
P 0.03 -0.24 -0.24

---

Question: Which of these has the lowest HOMO?
Answer: C29H48BrCaNOP2